Entry i
The following is a DFT calculation (ωB97M-V/def2-TZVPD) of C19H17BrIrN3O4S3SbSe as an isolated structure.

Geometry as ORCA input:
```
! wB97M-V def2-TZVPD RIJCOSX def2/J DEFGRID3
* xyz -1 1
Ir -0.48 -0.40 0.09
S 4.23 -1.42 3.10
Sb 2.05 -1.15 2.65
S 1.87 -0.18 0.50
S 1.16 0.25 4.21
Br -3.03 1.89 -0.99
C -2.39 1.36 -2.70
C -3.19 1.81 -3.71
C -2.86 1.58 -5.05
C -1.69 0.96 -5.33
C -0.83 0.49 -4.31
C 0.39 -0.10 -4.71
C 1.24 -0.58 -3.77
C 0.89 -0.53 -2.41
C -0.28 0.03 -1.91
C -1.16 0.62 -2.91
H -4.09 2.36 -3.46
H -3.52 1.92 -5.84
H -1.38 0.79 -6.36
H 0.62 -0.16 -5.76
H 2.18 -1.04 -4.05
H 1.59 -0.98 -1.72
C -0.19 3.79 2.37
C 0.59 3.57 1.26
C 0.40 2.43 0.51
N -0.53 1.52 0.81
C -1.32 1.76 1.86
C -1.18 2.87 2.67
H -0.04 4.66 3.00
H 1.37 4.27 0.97
H 1.00 2.22 -0.37
H -2.10 1.04 2.04
H -1.83 2.99 3.53
C -4.48 -3.13 2.54
N -3.98 -2.29 1.47
C -4.20 -2.45 0.12
C -3.38 -1.57 -0.50
N -2.64 -0.89 0.44
C -3.02 -1.36 1.61
H -5.27 -3.76 2.14
H -4.87 -2.52 3.35
H -3.67 -3.76 2.91
H -4.91 -3.16 -0.26
H -3.26 -1.38 -1.56
H -2.63 -1.06 2.57
O -0.33 -1.42 2.11
Se -0.22 -2.94 1.36
O 1.30 -3.44 1.72
O -0.36 -2.48 -0.26
O -1.39 -3.95 1.82
*
```

E_LUMO ... 1.858 eV

=====

Entry ii
The following is a DFT calculation (ωB97M-V/def2-TZVPD) of C19H17BrIrN3O4S3SbSe as an isolated structure.

Geometry as ORCA input:
```
! wB97M-V def2-TZVPD RIJCOSX def2/J DEFGRID3
* xyz -1 1
Ir 0.57 0.07 0.49
S 3.84 4.57 -0.08
Sb 3.81 2.30 -0.12
S 1.77 1.82 1.20
S 3.90 1.34 -2.16
Br 0.75 -1.08 2.79
C -1.13 -0.93 3.06
C -1.71 -1.71 4.00
C -3.07 -1.50 4.30
C -3.75 -0.49 3.69
C -3.13 0.32 2.70
C -3.83 1.39 2.08
C -3.21 2.14 1.13
C -1.89 1.84 0.72
C -1.17 0.80 1.26
C -1.79 0.08 2.33
H -1.14 -2.48 4.51
H -3.56 -2.12 5.04
H -4.79 -0.29 3.94
H -4.86 1.58 2.36
H -3.73 2.97 0.66
H -1.46 2.44 -0.07
C 3.79 -3.39 -0.76
C 4.00 -2.62 0.38
C 3.23 -1.50 0.57
N 2.30 -1.10 -0.31
C 2.13 -1.82 -1.41
C 2.85 -2.97 -1.67
H 4.36 -4.30 -0.92
H 4.74 -2.90 1.13
H 3.36 -0.87 1.44
H 1.38 -1.48 -2.11
H 2.63 -3.53 -2.57
C 0.36 3.67 -3.55
N 0.19 2.40 -2.87
C -0.30 1.23 -3.39
C -0.26 0.31 -2.39
N 0.26 0.92 -1.26
C 0.50 2.19 -1.59
H -0.08 3.58 -4.55
H 1.42 3.91 -3.63
H -0.15 4.46 -3.01
H -0.62 1.14 -4.41
H -0.65 -0.69 -2.37
H 0.91 2.96 -0.96
O -2.31 -1.47 -1.59
Se -1.43 -2.59 -0.78
O -0.42 -3.40 -1.77
O -0.35 -1.70 0.25
O -2.27 -3.50 0.26
*
```

E_LUMO (spin up / spin down) ... -0.116 / 0.161 eV

=====

Most stable = entry i

=====

Entry i
The following is a DFT calculation (ωB97M-V/def2-TZVPD) of a 2-piece molecular cluster, C6H11NO2 overall.

Geometry as ORCA input:
```
! wB97M-V def2-TZVPD RIJCOSX def2/J DEFGRID3
* xyz 0 1
C 1.26 1.28 0.04
N 0.16 0.48 0.59
C 0.57 -0.40 1.69
C -1.04 1.24 0.91
O -1.27 2.31 0.42
H 1.85 0.63 -0.60
H 1.89 1.70 0.83
H 0.87 2.07 -0.60
H 0.66 0.15 2.62
H -0.18 -1.18 1.80
H 1.50 -0.91 1.44
H -1.60 0.82 1.75
C 0.56 -1.78 -1.16
C -0.34 -0.82 -0.93
C -1.48 -0.32 -1.65
O -1.84 -0.76 -0.34
H 0.80 -2.04 -2.18
H 1.12 -2.29 -0.38
H -1.89 -0.95 -2.44
H -1.60 0.75 -1.83
*
```

E_LUMO ... 0.723 eV
SMILES ... CN(C)C=O.C=C1CO1

=====

Entry ii
The following is a DFT calculation (ωB97M-V/def2-TZVPD) of C6H11NO2 in the gas phase.

Geometry as ORCA input:
```
! wB97M-V def2-TZVPD RIJCOSX def2/J DEFGRID3
* xyz 0 1
C -2.13 -0.91 -0.93
C -1.69 0.11 0.08
O -2.47 0.76 0.73
C -0.16 -0.02 0.52
C 0.20 -1.25 1.34
C 0.71 0.09 -0.74
C 1.98 0.81 -0.34
N 1.72 2.18 -0.09
O 3.05 0.29 -0.18
H -3.21 -1.02 -0.93
H -1.67 -1.87 -0.76
H -1.81 -0.59 -1.92
H -0.05 0.84 1.20
H -0.44 -1.33 2.21
H 0.11 -2.16 0.74
H 1.24 -1.16 1.67
H 0.96 -0.88 -1.17
H 0.26 0.67 -1.55
H 0.87 2.69 0.08
H 2.55 2.74 0.04
*
```

E_LUMO ... 0.750 eV
SMILES ... CC(=O)[C@@H](C)CC(N)=O

=====

Most stable = entry ii

=====

Entry i
The following is a DFT calculation (ωB97M-V/def2-TZVPD) of a 2-piece molecular cluster, C6H11NO2 overall.

Geometry as ORCA input:
```
! wB97M-V def2-TZVPD RIJCOSX def2/J DEFGRID3
* xyz 0 1
C 1.28 1.05 -1.24
N 0.25 0.12 -0.83
C 0.40 -1.28 -1.16
C -1.06 0.65 -0.49
O -1.19 1.88 -0.42
O -2.02 -0.04 -1.25
H 0.92 1.65 -2.08
H 2.22 0.57 -1.51
H 1.45 1.73 -0.41
H -0.30 -1.56 -1.94
H 0.16 -1.86 -0.27
H 1.41 -1.54 -1.50
H -2.65 0.62 -1.56
C -1.57 -1.18 2.03
C -0.92 -0.27 1.57
C 0.71 0.30 2.04
H -1.97 -2.06 2.46
H 0.68 0.03 3.09
H 0.66 1.37 1.88
H 1.55 -0.19 1.56
*
```

E_LUMO ... -0.216 eV
SMILES ... CN(C)C(=O)O.C#CC

=====

Entry ii
The following is a DFT calculation (ωB97M-V/def2-TZVPD) of C6H11NO2 in the gas phase.

Geometry as ORCA input:
```
! wB97M-V def2-TZVPD RIJCOSX def2/J DEFGRID3
* xyz 0 1
C -0.51 2.03 -0.36
C -0.63 0.67 -1.00
N 0.22 -0.30 -0.18
C 0.30 -1.71 -0.90
C -0.02 -0.56 1.47
C 1.42 0.60 0.06
C 2.75 -0.03 0.20
O 3.46 -0.46 1.01
O 2.64 0.30 -1.04
H 0.39 2.18 0.16
H -1.37 2.15 0.30
H -0.79 2.85 -1.07
H -0.22 0.70 -2.02
H -1.61 0.16 -1.05
H -0.37 -2.40 -0.43
H 0.22 -1.62 -2.00
H 1.28 -2.10 -0.62
H 0.63 -1.30 2.06
H 0.28 0.29 2.19
H -1.02 -1.00 1.59
*
```

E_LUMO ... 0.452 eV
SMILES ... CC[N+](C)(C)C1=C([O-])O1

=====

Entry iii
The following is a DFT calculation (ωB97M-V/def2-TZVPD) of C6H11NO2 as an isolated structure.

Geometry as ORCA input:
```
! wB97M-V def2-TZVPD RIJCOSX def2/J DEFGRID3
* xyz 0 1
C -0.10 -1.16 -1.87
C -0.12 0.15 -1.07
C -1.34 -0.02 -0.18
C -0.81 0.45 1.11
C 0.87 0.42 0.06
C 0.54 -0.30 1.29
H -0.20 -2.16 -1.23
H -1.00 -1.17 -2.51
H 0.76 -1.24 -2.61
H -0.54 1.80 -1.32
H -1.75 -1.03 -0.27
H -2.04 0.70 -0.60
H -1.52 0.68 1.97
H 2.01 0.68 -0.22
H 0.42 -1.37 1.06
H 1.08 1.04 2.80
H 2.39 -0.18 2.44
N 1.33 -0.05 2.58
O -0.12 1.18 -2.00
O 0.14 1.59 0.60
*
```

E_LUMO ... 0.908 eV

=====

Most stable = entry iii

=====

Entry i
The following is a DFT calculation (ωB97M-V/def2-TZVPD) of a 2-piece molecular cluster, C6H11NO2 overall.

Geometry as ORCA input:
```
! wB97M-V def2-TZVPD RIJCOSX def2/J DEFGRID3
* xyz 0 1
C -0.63 1.30 -1.21
C -1.63 0.87 -0.45
O -2.81 1.54 -0.30
O -1.71 -0.44 0.00
N -2.93 -0.90 0.53
H 0.26 0.70 -1.28
H -0.64 2.28 -1.64
H -2.79 2.35 -0.82
H -3.22 -0.27 1.28
H -3.63 -0.84 -0.21
C 0.84 -2.31 0.79
C 1.53 -1.07 0.52
C 2.13 -0.04 0.35
C 3.12 0.98 0.03
H -0.23 -2.12 0.87
H 0.99 -3.02 -0.02
H 1.21 -2.75 1.72
H 2.68 1.97 0.14
H 3.99 0.89 0.68
H 3.45 0.87 -1.00
*
```

E_LUMO ... 0.605 eV
SMILES ... C=C(O)ON.CC#CC

=====

Entry ii
The following is a DFT calculation (ωB97M-V/def2-TZVPD) of a 2-piece molecular cluster, C6H11NO2 overall.

Geometry as ORCA input:
```
! wB97M-V def2-TZVPD RIJCOSX def2/J DEFGRID3
* xyz 0 1
C 2.86 0.21 -0.81
C -1.69 -1.24 -0.20
C 1.57 -0.36 -0.56
C -1.64 0.06 0.08
C -1.08 1.13 -0.75
C -2.14 0.55 1.49
N 1.20 -0.84 0.58
O 3.56 -0.82 -1.36
O 3.31 1.34 -0.94
H -1.45 -1.63 -1.14
H -2.12 -1.93 0.58
H -0.87 0.76 -1.73
H 0.01 1.30 -0.46
H -1.51 2.16 -0.63
H -1.28 0.73 2.07
H -2.79 -0.13 1.98
H -2.80 1.49 1.37
H 0.47 -1.52 0.71
H 1.98 -0.80 1.35
H 4.41 -0.47 -1.64
*
```

E_LUMO ... 0.512 eV

=====

Most stable = entry ii

=====

Entry i
The following is a DFT calculation (ωB97M-V/def2-TZVPD) of a 4-piece molecular cluster, CH9NO3 overall.

Geometry as ORCA input:
```
! wB97M-V def2-TZVPD RIJCOSX def2/J DEFGRID3
* xyz 0 1
C 0.01 -3.55 -2.44
N -0.48 -4.62 -3.11
H -0.09 -2.55 -2.86
H 0.16 -3.75 -1.30
H -1.03 -4.23 -3.99
O 0.17 5.21 1.96
H -0.66 5.74 2.11
H 0.51 5.77 1.27
O -0.61 -0.57 0.65
H -0.32 -0.44 1.60
H -1.26 0.10 0.55
O 0.85 1.52 1.86
H 1.74 1.38 2.00
H 0.91 2.35 1.31
*
```

E_LUMO ... 0.515 eV
SMILES ... C=N.O.O.O

=====

Entry ii
The following is a DFT calculation (ωB97M-V/def2-TZVPD) of a 4-piece molecular cluster, CH9NO3 overall.

Geometry as ORCA input:
```
! wB97M-V def2-TZVPD RIJCOSX def2/J DEFGRID3
* xyz 0 1
C 0.16 -0.32 -2.73
N 0.23 -0.25 -1.47
H -0.39 -1.15 -3.16
H 0.55 0.48 -3.37
H 0.95 0.43 -1.23
O -0.07 -2.09 1.15
H 0.54 -1.43 0.80
H -0.86 -2.00 0.61
O -0.17 2.21 0.28
H -0.12 1.30 -0.01
H -0.33 2.11 1.23
O -0.46 0.50 2.60
H 0.47 0.66 2.81
H -0.50 -0.46 2.50
*
```

E_LUMO ... 0.737 eV
SMILES ... C=N.O.O.O

=====

Most stable = entry ii

=====

Entry i
The following is a DFT calculation (ωB97M-V/def2-TZVPD) of C5H7NS2 in the gas phase.

Geometry as ORCA input:
```
! wB97M-V def2-TZVPD RIJCOSX def2/J DEFGRID3
* xyz 0 1
C 0.30 -0.51 -0.08
C 0.11 0.59 0.57
C -1.62 -0.21 -1.76
C 1.10 -1.71 -0.21
C 0.86 1.13 1.76
N -1.90 0.97 -1.30
S -2.09 -1.25 -2.86
S -1.20 1.75 0.07
H 1.56 -1.98 0.75
H 1.89 -1.57 -0.94
H 0.48 -2.55 -0.53
H 1.51 1.95 1.47
H 1.47 0.34 2.19
H 0.17 1.50 2.53
H -2.65 1.55 -1.67
*
```

E_LUMO ... -0.197 eV

=====

Entry ii
The following is a DFT calculation (ωB97M-V/def2-TZVPD) of C5H7NS2 as an isolated structure.

Geometry as ORCA input:
```
! wB97M-V def2-TZVPD RIJCOSX def2/J DEFGRID3
* xyz 0 1
C 1.10 -0.44 0.05
C 0.15 0.27 1.07
C 0.21 0.22 -1.07
C -1.14 -0.49 -0.76
C -1.15 -0.49 0.72
H 2.83 1.27 -0.18
H 1.05 -1.54 0.12
H 0.46 0.49 2.14
H 0.53 0.32 -2.09
H -1.47 -1.34 -1.36
H -1.95 1.16 0.03
H -1.49 -1.34 1.36
N -2.20 0.16 -0.02
S 2.89 -0.05 0.00
S 0.18 1.79 -0.01
*
```

E_LUMO ... 0.646 eV

=====

Most stable = entry ii

=====

Entry i
The following is a DFT calculation (ωB97M-V/def2-TZVPD) of C19H26N2O3S in the gas phase.

Geometry as ORCA input:
```
! wB97M-V def2-TZVPD RIJCOSX def2/J DEFGRID3
* xyz 0 1
C -7.47 -1.78 -1.15
S -5.97 -1.98 -0.13
C -4.84 -0.86 -1.03
C -5.03 0.62 -0.72
C -4.35 1.10 0.57
C -4.85 0.39 1.85
O -6.24 0.41 1.99
N -2.91 0.93 0.48
C -2.15 1.77 -0.25
O -2.62 2.68 -0.90
C -0.68 1.50 -0.21
C 0.18 2.60 -0.38
C 1.55 2.47 -0.36
C 2.07 1.20 -0.18
N 3.36 0.73 -0.12
C 3.26 -0.55 0.05
C 4.35 -1.55 0.18
C 5.27 -1.54 -1.05
C 6.10 -0.27 -1.13
C 6.93 -0.10 0.14
C 6.01 -0.03 1.35
C 5.18 -1.30 1.45
O 1.98 -1.01 0.11
C 1.20 0.09 -0.03
C -0.17 0.21 -0.04
H -8.24 -2.37 -0.68
H -7.27 -2.15 -2.15
H -7.76 -0.73 -1.17
H -3.83 -1.19 -0.77
H -5.00 -1.05 -2.09
H -4.61 1.20 -1.53
H -6.10 0.86 -0.66
H -4.56 2.17 0.65
H -4.44 0.91 2.72
H -4.47 -0.64 1.86
H -6.60 -0.28 1.41
H -2.48 0.24 1.07
H -0.28 3.56 -0.53
H 2.20 3.32 -0.48
H 3.86 -2.52 0.26
H 4.67 -1.65 -1.96
H 5.93 -2.41 -0.98
H 5.44 0.59 -1.24
H 6.76 -0.32 -2.01
H 7.53 0.81 0.07
H 7.62 -0.94 0.25
H 5.34 0.83 1.24
H 6.59 0.10 2.26
H 5.84 -2.16 1.59
H 4.51 -1.25 2.32
H -0.80 -0.66 0.05
*
```

E_LUMO ... 0.485 eV
SMILES ... CSCC[C@@H](CO)NC(=O)c1ccc2nc(C3CCCCC3)oc2c1

=====

Entry ii
The following is a DFT calculation (ωB97M-V/def2-TZVPD) of C19H26N2O3S in the gas phase.

Geometry as ORCA input:
```
! wB97M-V def2-TZVPD RIJCOSX def2/J DEFGRID3
* xyz 0 1
C -5.98 -1.38 -0.37
O -4.66 -1.80 -0.62
C -3.63 -1.09 -0.09
C -2.35 -1.55 -0.39
C -1.24 -0.90 0.10
C -1.38 0.24 0.90
C -0.16 0.91 1.38
O 0.83 0.28 1.69
C -0.18 2.44 1.51
C 1.27 2.92 1.59
C 1.88 2.80 0.17
N 1.03 2.01 -0.69
C 1.41 0.88 -1.34
S 0.66 0.42 -2.75
N 2.46 0.20 -0.80
C 2.99 -0.99 -1.42
C 3.01 -2.20 -0.48
C 3.88 -2.01 0.79
C 2.89 -2.20 1.94
C 1.76 -2.98 1.27
O 1.69 -2.46 -0.04
C -0.23 2.64 -0.98
C -0.86 3.13 0.33
C -2.66 0.68 1.22
C -3.78 0.02 0.74
H -6.22 -1.43 0.69
H -6.61 -2.08 -0.92
H -6.16 -0.37 -0.74
H -2.24 -2.41 -1.02
H -0.25 -1.26 -0.13
H -0.71 2.68 2.45
H 1.81 2.31 2.30
H 1.30 3.96 1.92
H 1.96 3.79 -0.28
H 2.88 2.36 0.21
H 2.51 0.23 0.21
H 4.02 -0.79 -1.76
H 2.37 -1.22 -2.29
H 3.37 -3.06 -1.06
H 4.66 -2.77 0.81
H 4.36 -1.04 0.81
H 2.51 -1.24 2.29
H 3.32 -2.74 2.78
H 1.99 -4.05 1.24
H 0.79 -2.82 1.74
H -0.09 3.48 -1.68
H -0.87 1.90 -1.47
H -1.94 2.95 0.31
H -0.72 4.21 0.45
H -2.80 1.52 1.89
H -4.76 0.38 1.02
*
```

E_LUMO ... 0.607 eV
SMILES ... COc1ccc(C(=O)C2CCN(C(=S)NC[C@H]3CCCO3)CC2)cc1

=====

Entry iii
The following is a DFT calculation (ωB97M-V/def2-TZVPD) of C19H26N2O3S as an isolated structure.

Geometry as ORCA input:
```
! wB97M-V def2-TZVPD RIJCOSX def2/J DEFGRID3
* xyz 0 1
C -1.28 2.91 5.63
H -2.19 2.77 5.09
O -0.35 3.44 4.89
C 0.29 2.59 3.86
C -0.07 1.44 3.55
C 0.54 0.42 2.60
C 1.67 0.81 1.84
C 1.86 2.31 2.02
C 1.28 3.06 2.97
H 1.71 4.07 3.26
H 2.57 2.50 1.47
C 1.96 0.10 0.64
H 3.28 0.43 0.67
H 1.84 -1.02 1.01
C 1.42 0.60 -0.64
N 1.90 -0.50 -1.67
C 2.62 0.15 -2.71
O 3.05 1.15 -2.79
C 2.32 -0.81 -3.83
C 1.03 -1.45 -4.19
C 0.23 -1.70 -3.03
C 1.20 -1.90 -1.77
H 1.91 -2.54 -1.83
H 0.72 -2.07 -0.79
C -1.16 -0.67 -2.77
O -1.03 0.31 -3.17
N -1.68 -1.10 -1.78
C -2.12 -2.45 -1.02
H -1.12 -3.25 -1.43
C -1.74 -2.26 0.51
H -1.98 -3.19 0.97
H -0.88 -1.64 0.61
S -3.17 -1.22 1.15
C -2.75 0.27 -0.05
C -2.85 -0.24 -1.49
H -2.98 0.52 -2.05
H -3.96 -0.58 -1.70
H -3.57 0.70 0.31
H -1.93 0.61 0.23
H -3.02 -3.03 -1.30
H 0.01 -2.84 -2.93
H 0.53 -0.77 -4.68
H 1.11 -2.19 -5.01
H 3.03 -0.36 -4.83
H 3.01 -1.73 -3.78
H 0.40 0.61 -0.34
H 1.89 1.54 -0.77
H 0.21 -0.48 2.62
H -1.11 0.88 4.17
H -1.57 3.67 6.11
H -1.08 2.12 6.17
*
```

E_LUMO ... 0.429 eV

=====

Most stable = entry i

=====

Entry i
The following is a DFT calculation (ωB97M-V/def2-TZVPD) of C2H2INO3 in the gas phase.

Geometry as ORCA input:
```
! wB97M-V def2-TZVPD RIJCOSX def2/J DEFGRID3
* xyz 0 1
O -0.46 1.79 -1.17
C -0.76 0.99 -0.36
I -2.80 0.81 0.23
C 0.38 0.11 0.50
N 0.78 -1.05 -0.22
O 1.96 -1.19 -0.47
O -0.02 -1.93 -0.45
H -0.34 -0.29 1.28
H 1.26 0.77 0.67
*
```

E_LUMO ... -0.719 eV
SMILES ... O=C(I)C[N+](=O)[O-]

=====

Entry ii
The following is a DFT calculation (ωB97M-V/def2-TZVPD) of a 2-piece molecular cluster, C2H2INO3 overall.

Geometry as ORCA input:
```
! wB97M-V def2-TZVPD RIJCOSX def2/J DEFGRID3
* xyz 0 1
O -3.21 0.18 -1.43
C -2.26 -0.47 -1.39
O -1.28 -1.04 -1.31
O -0.41 1.00 0.38
C 0.43 0.43 1.02
N 1.63 -0.01 0.59
I 2.50 0.23 -1.19
H 0.35 0.06 2.04
H 2.25 -0.37 1.28
*
```

E_LUMO ... -0.249 eV
SMILES ... O=C=O.O=CNI

=====

Most stable = entry ii